The following is a DFT calculation (ωB97M-V with the def2-TZVPD basis set) of one molecule with the formula C4H9N3S in a non-equilibrium geometry.

```
17
Properties=species:S:1:pos:R:3
N -1.39 1.74 -0.36
N 0.02 1.68 -0.19
C 0.56 0.58 0.27
C 1.90 0.68 0.86
S 3.00 -0.07 -0.49
N 0.08 -0.80 0.19
C -0.80 -1.27 -0.86
C -1.28 -1.24 0.63
H -1.83 1.15 -1.05
H -1.78 2.67 -0.64
H 2.12 1.74 0.96
H 2.23 0.12 1.82
H 2.28 -1.23 -0.47
H -1.29 -0.54 -1.61
H -0.52 -2.29 -1.23
H -1.17 -2.39 0.98
H -2.13 -0.53 1.19
```

Calculated values
SMILES   N/N=C(/CS)N1CC1
HOMO-LUMO gap   9.433 eV
Calculated total energy   -720.1082 Ha
ΔE to the lowest compared entry with this formula, charge and spin   433.6 kJ/mol